(1)
{
  "formula": "C52H51F9O5",
  "method": "ωB97M-V/def2-TZVPD",
  "species": ["F", "F", "F", "F", "F", "F", "F", "F", "F", "O", "O", "O", "O", "O", "C", "C", "C", "C", "C", "C", "C", "C", "C", "C", "C", "C", "C", "C", "C", "C", "C", "C", "C", "C", "C", "C", "C", "C", "C", "C", "C", "C", "C", "C", "C", "C", "C", "C", "C", "C", "C", "C", "C", "C", "C", "C", "C", "C", "C", "C", "C", "C", "C", "C", "C", "C", "H", "H", "H", "H", "H", "H", "H", "H", "H", "H", "H", "H", "H", "H", "H", "H", "H", "H", "H", "H", "H", "H", "H", "H", "H", "H", "H", "H", "H", "H", "H", "H", "H", "H", "H", "H", "H", "H", "H", "H", "H", "H", "H", "H", "H", "H", "H", "H", "H", "H", "H"],
  "coordinates": [[-0.59222, 6.05382, 4.16916], [1.64562, -6.20223, -1.63665], [-0.79508, -6.44114, -2.35147], [-5.51175, 4.00786, 3.14470], [4.46031, -1.04213, -0.98204], [7.98879, 0.45783, -5.69048], [1.85536, -5.11426, -4.65726], [0.38467, -0.63180, 4.43350], [-1.24152, -4.63173, -7.59359], [-0.15946, -0.26105, -3.50042], [-2.23238, 0.14118, -4.64223], [-3.58665, 3.78012, 6.49446], [-3.89778, 1.62197, 7.50489], [-2.08015, 0.32928, -2.08318], [-2.87450, 2.63299, 10.29460], [-1.47951, -3.25092, 6.11178], [4.06923, -1.71530, -3.20810], [-1.59039, 0.10358, -3.46788], [5.19485, 0.37189, -2.72055], [-8.04005, 2.42301, 1.08315], [-6.56752, 3.74251, -0.31457], [0.12829, 8.06154, 7.68743], [-2.70816, 3.55177, 5.33690], [-7.30551, 2.79642, 2.20858], [0.67650, -7.91441, -9.16635], [8.17498, -1.14741, -7.40802], [-5.84008, 4.12460, 0.81232], [0.13657, -3.27651, -3.75143], [-0.35768, 6.70776, 5.31457], [-0.61708, -5.70070, -8.10545], [0.52771, -5.77302, -2.55443], [8.61323, -0.61114, -6.20233], [-7.66776, 2.89470, -0.17808], [-2.43947, -2.48895, 6.77947], [8.82894, -2.25658, -7.94384], [-0.51944, -2.68681, -2.36784], [-2.44521, -1.09758, 6.65361], [-0.02783, -1.09636, -2.26503], [-0.53506, -1.23637, 5.19719], [0.83368, -4.76041, -3.60371], [-6.21396, 3.64553, 2.06293], [-0.40136, -7.34614, -9.84696], [-1.25040, -0.61329, 0.25599], [1.10624, -7.37278, -7.95237], [-3.31312, 2.84549, 7.59689], [5.31864, 0.62418, -4.08659], [-2.45304, 1.16506, 1.94830], [-1.05532, -6.23697, -9.31113], [-1.48423, -0.46816, 5.86245], [4.18291, -1.45795, -4.57427], [-2.05372, 2.14413, 3.20134], [4.57410, -0.79693, -2.29411], [-0.52571, -2.62204, 5.31190], [9.90680, -2.82484, -7.26324], [0.87932, 8.36205, 6.54838], [0.63823, 7.67729, 5.35734], [-2.42634, 3.14526, 8.94255], [-0.86572, 7.08318, 7.63574], [10.33654, -2.28322, -6.04926], [-3.28976, 2.38847, 4.28581], [4.81061, -0.28902, -5.01173], [-1.00239, 0.61204, 1.32574], [9.68932, -1.16707, -5.51925], [0.45902, -6.25663, -7.42237], [-0.91333, -0.10374, -1.27355], [-1.11404, 6.40659, 6.44175], [-1.47450, -4.33338, 6.21454], [1.12558, -1.17117, -2.06642], [-1.88887, 5.64954, 6.38148], [-3.72935, 3.16193, 10.92698], [1.65043, 9.12729, 6.59016], [-3.18644, -2.97913, 7.40022], [11.17392, -2.73003, -5.51906], [3.78453, -2.16588, -5.29683], [1.18443, -8.78225, -9.58160], [1.00490, -2.52941, -4.07379], [0.22218, -3.19958, 4.77876], [-1.44618, 6.84812, 8.52463], [-0.39678, 1.50496, 0.83641], [5.57609, 1.07517, -1.98762], [-4.98757, 4.79004, 0.72550], [7.32983, -0.69858, -7.91928], [3.59232, -2.62176, -2.84987], [-1.18345, 1.64285, 3.80417], [-6.27718, 4.10506, -1.29771], [1.21708, 7.89134, 4.46483], [-1.77749, 3.21038, 2.79097], [-1.90047, -5.78814, -9.82240], [-1.42873, 3.77782, 8.94985], [-0.65254, -3.27326, -4.63926], [-2.64949, 4.54340, 4.67737], [10.01432, -0.72772, -4.58181], [-3.02560, 1.74584, 1.08951], [-0.27292, 0.90117, -1.26005], [-3.19639, -0.50652, 7.17161], [-8.89981, 1.76582, 1.18735], [-0.73143, -7.76693, -10.79369], [-2.40294, 1.66711, 10.80802], [0.78402, -5.81728, -6.48492], [-0.48331, -1.47304, 0.54452], [-8.23827, 2.59962, -1.05615], [-2.36149, -1.03283, 0.37136], [-0.27233, -3.30758, -1.40282], [-7.57474, 2.43337, 3.19506], [-3.06409, 0.21064, 2.24136], [1.94362, -7.81959, -7.42218], [-1.70867, -2.62854, -2.45248], [10.41473, -3.69268, -7.67848], [-4.25865, 2.82482, 3.74750], [5.81043, 1.53130, -4.42948], [-1.46800, 0.61193, 5.75949], [0.31969, 8.59274, 8.61736], [8.49887, -2.67736, -8.89057], [-0.38328, 0.21108, 2.26325], [4.90302, -0.09085, -6.07745], [-3.56242, 1.43686, 4.91011], [-1.61236, 3.22677, 5.60792]],
  "mulliken_charge": [-0.24, -0.24, -0.22, -0.37, -0.34, -0.29, -0.34, -0.35, -0.27, -0.34, -0.56, -0.35, -0.54, -0.34, -0.58, -0.40, -0.35, 0.48, -0.50, -0.43, -0.50, -0.47, -0.62, -0.35, -0.44, -0.30, -0.29, -0.12, 0.25, 0.17, 0.04, 0.36, -0.45, -0.56, -0.38, -0.59, -0.49, 0.08, 0.02, 0.46, 0.35, -0.45, -0.51, -0.48, 0.70, -0.42, -0.62, -0.38, 0.24, -0.43, -0.44, 0.38, -0.49, -0.45, -0.46, -0.43, -0.28, -0.53, -0.35, 0.24, -0.63, -0.22, -0.41, -0.06, 0.14, 0.01, 0.36, 0.24, 0.38, 0.24, 0.36, 0.39, 0.35, 0.45, 0.36, 0.11, 0.43, 0.38, 0.25, 0.43, 0.44, 0.37, 0.57, 0.14, 0.37, 0.41, 0.23, 0.41, 0.31, 0.34, 0.33, 0.40, 0.17, 0.18, 0.48, 0.36, 0.35, 0.23, 0.40, 0.27, 0.38, 0.27, 0.42, 0.43, 0.33, 0.38, 0.22, 0.36, -0.13, 0.38, 0.42, 0.37, 0.35, 0.06, 0.48, 0.24, 0.31],
  "lumo_energy_ev": -1.8,
  "orbital_gap_ha": 0.25156,
  "e_tot_ha": -3286.4334,
  "total_charge": 0,
  "homo_ev": -8.664,
  "smiles": "C=CC(=O)OCCCCCC[C@@H]1OC(=O)O[C@@H]1CCC(F)=C(F)F.Fc1ccccc1.Fc1ccccc1.Fc1ccccc1.Fc1ccccc1.Fc1ccccc1.Fc1ccccc1"
}

***

(2)
{
  "formula": "C6H9N",
  "method": "ωB97M-V/def2-TZVPD",
  "species": ["N", "C", "C", "C", "C", "C", "C", "H", "H", "H", "H", "H", "H", "H", "H", "H"],
  "coordinates": [[0.16249, 0.44301, -0.58847], [-0.57271, -0.89893, -0.62770], [-1.00047, -0.86888, 0.82629], [0.83155, -1.53852, -0.51413], [1.07517, -0.30242, 0.37515], [0.07687, -0.46421, 1.56882], [-0.06843, 1.66782, -0.82047], [2.05722, 0.15411, 0.51796], [-1.24898, -1.06016, -1.46978], [-0.62467, 2.14334, 1.40775], [1.40858, -1.54891, -1.44693], [-2.03524, -0.96905, 1.14583], [-0.49441, 1.46411, 1.73080], [-0.98021, 1.98112, -1.32056], [0.85969, -2.49445, 0.00793], [0.63946, 2.40917, -0.46119]],
  "mulliken_charge": [0.01, -0.36, -0.31, -0.53, -0.09, -0.89, -0.42, 0.41, 0.46, 0.10, 0.29, 0.34, -0.07, 0.28, 0.35, 0.41],
  "lumo_energy_ev": 0.1,
  "e_above_lowest_kcal_mol": 165.5,
  "orbital_gap_ha": 0.26507,
  "e_tot_ha": -288.5183,
  "total_charge": 0,
  "homo_ev": -7.090
}

***

(3)
{
  "formula": "C19H33F4O7P",
  "method": "ωB97M-V/def2-TZVPD",
  "species": ["P", "F", "F", "F", "F", "O", "O", "O", "O", "O", "O", "O", "C", "C", "C", "C", "C", "C", "C", "C", "C", "C", "C", "C", "C", "C", "C", "C", "C", "C", "C", "H", "H", "H", "H", "H", "H", "H", "H", "H", "H", "H", "H", "H", "H", "H", "H", "H", "H", "H", "H", "H", "H", "H", "H", "H", "H", "H", "H", "H", "H", "H", "H", "H"],
  "coordinates": [[-0.30897, 1.83954, -3.82499], [1.08512, -2.37791, -2.41735], [-1.60593, -2.34776, -1.59953], [0.41265, -3.18840, -4.30839], [-2.12675, -3.28848, -3.50037], [2.76263, 0.45650, -2.62961], [-1.52128, -0.71851, -4.20329], [2.43881, -1.63875, 2.85493], [-3.21854, 1.18720, 4.73238], [0.85925, 2.86220, -3.23299], [2.78706, 0.38881, 2.10074], [1.93219, -0.08208, -4.62478], [2.98807, -0.78902, 1.95985], [3.86430, -1.31636, 0.85088], [-1.11715, -3.08351, -2.63260], [-3.37519, 2.33968, 3.91981], [-0.58495, 1.53197, 0.60861], [-4.00334, 0.08911, 4.32323], [2.49967, -3.06083, 2.70169], [0.08275, 0.16666, -1.42801], [-1.07059, 2.61952, 2.92587], [0.45107, 1.34731, -0.50408], [0.34879, 0.27807, -2.93655], [3.79251, -3.63913, 3.23542], [-0.04648, 2.32836, 1.80090], [-1.75297, 2.27183, -2.79076], [0.70600, -0.66917, -5.09753], [0.05337, -2.34217, -3.30370], [-2.53505, 2.27245, 2.64620], [1.81584, 0.25009, -3.30882], [-0.16933, -0.88233, -3.84424], [-1.51972, 2.53724, -1.76193], [3.77400, -4.72722, 3.16276], [-4.43673, 2.49003, 3.67987], [3.75828, -0.65846, -0.00795], [2.32634, -3.34026, 1.66141], [0.36707, 3.27499, 1.43751], [-1.49128, 2.00450, 0.20801], [0.62347, -0.70331, -1.05929], [-2.62993, 1.26812, 2.22550], [0.79064, 1.76733, 2.23459], [0.19354, -0.00498, -5.79141], [-3.47904, -0.82983, 4.58833], [-4.97915, 0.10178, 4.82469], [0.97244, -1.58997, -5.60418], [-2.22399, 3.12984, -3.27976], [0.61381, 2.26648, -1.06181], [-0.89729, 0.53803, 0.95810], [3.92197, -3.36309, 4.28174], [0.89238, 3.67215, -3.75547], [4.90003, -1.26321, 1.18969], [3.65162, -2.33822, 0.54812], [-0.76270, 2.10145, 3.83853], [-2.07572, -0.83239, -3.42011], [-2.95878, 2.97916, 1.92369], [-3.05016, 3.17981, 4.53958], [-2.47363, 1.45078, -2.81947], [-0.75760, -4.04632, -2.26397], [-4.17442, 0.08464, 3.24067], [-0.98257, -0.05739, -1.29301], [1.39607, 1.11549, -0.01484], [4.65534, -3.27424, 2.67836], [-1.03970, 3.68882, 3.15988], [1.65182, -3.42662, 3.27922]],
  "mulliken_charge": [-0.03, -0.20, -0.21, -0.38, -0.25, -0.56, -0.68, -0.38, -0.35, -0.59, -0.59, -0.40, 0.87, -1.04, -0.21, -0.73, -0.61, -0.73, -0.27, -1.64, -0.88, -0.66, 1.80, -1.00, -0.54, -0.77, -1.13, 0.67, 0.02, 0.02, 0.53, 0.09, 0.37, 0.36, 0.23, 0.21, 0.39, 0.30, 0.67, 0.17, -0.02, 0.44, 0.26, 0.26, 0.41, 0.48, 0.57, 0.27, 0.30, 0.33, 0.33, 0.36, 0.37, 0.50, 0.26, 0.36, 0.20, 0.34, 0.32, 0.46, 0.48, 0.28, 0.24, 0.36],
  "lumo_energy_ev": 0.4,
  "orbital_gap_ha": 0.34465,
  "e_tot_ha": -2011.2729,
  "total_charge": 0,
  "homo_ev": -8.943,
  "smiles": "COCCCCCCC[C@@]1(P(C)O)C(=O)OC[C@@]1(O)C(F)(F)C(F)F.CCOC(C)=O"
}

***

(4)
{
  "formula": "C28H64ClN2O8P2S2",
  "method": "ωB97M-V/def2-TZVPD",
  "species": ["Cl", "S", "S", "P", "P", "O", "O", "O", "O", "O", "O", "O", "O", "N", "N", "C", "C", "C", "C", "C", "C", "C", "C", "C", "C", "C", "C", "C", "C", "C", "C", "C", "C", "C", "C", "C", "C", "C", "C", "C", "C", "C", "C", "H", "H", "H", "H", "H", "H", "H", "H", "H", "H", "H", "H", "H", "H", "H", "H", "H", "H", "H", "H", "H", "H", "H", "H", "H", "H", "H", "H", "H", "H", "H", "H", "H", "H", "H", "H", "H", "H", "H", "H", "H", "H", "H", "H", "H", "H", "H", "H", "H", "H", "H", "H", "H", "H", "H", "H", "H", "H", "H", "H", "H", "H", "H", "H"],
  "coordinates": [[0.88618, -0.96694, 0.65304], [-0.49855, 2.77468, -4.45619], [-1.36628, 0.23526, -3.37509], [3.70054, -1.33964, 1.43488], [1.36799, -0.80925, 3.68582], [3.13760, -2.83217, 1.31112], [4.24442, -1.48197, 2.93913], [-0.85576, -5.20372, -4.20072], [0.92144, 7.43316, 3.55313], [-1.22162, -7.46245, -6.27803], [1.91621, -6.47036, -4.71618], [-0.36512, 4.94973, 2.28377], [-0.31926, 4.33599, 5.34079], [-0.49957, 2.22870, -1.80228], [1.99845, -0.49548, 1.94252], [2.18191, 1.00235, 1.83794], [3.28513, -6.14503, -4.75230], [-1.76369, -6.15808, -6.27828], [-0.85035, 3.63030, -1.49773], [-0.18781, -6.28136, -3.56497], [1.31400, -6.11621, -3.49160], [-0.34199, -0.17515, 3.46873], [-1.04403, 3.63398, 6.32567], [-0.76654, 1.85541, -3.14547], [1.86124, 8.45587, 3.30285], [0.02699, 3.52150, 4.25151], [-0.80756, -5.18856, -5.62258], [0.05319, -2.10523, -1.91662], [2.53459, 1.52890, 0.43711], [-1.88136, -0.37289, -1.74983], [-3.29322, 2.93263, -1.13453], [-2.15357, -8.42310, -6.71967], [-1.45520, -0.99957, 2.80601], [0.60148, 4.35084, 3.12180], [1.41545, 2.39821, -0.17760], [-2.96323, 2.54505, 0.30637], [0.33851, -2.90796, 5.00271], [-0.94833, 6.15947, 2.76361], [0.89018, 1.83651, -1.49569], [-2.31301, 3.93168, -1.76039], [1.12565, -2.60042, 3.70483], [-0.07553, 7.37393, 2.55442], [-1.29994, -1.73117, -1.31782], [-0.85431, 2.97096, 3.88740], [-1.21398, 6.06843, 3.81910], [-0.04241, -2.41272, -2.95653], [3.44171, -5.06343, -4.65680], [5.04882, -0.95743, 3.11198], [-2.71971, -6.14427, -5.73710], [1.30394, 5.08624, 3.52222], [-3.84479, 2.13090, 0.79877], [1.78405, 3.41329, -0.32227], [-0.63560, -3.33827, 4.78658], [-0.21088, 4.32522, -2.05748], [-1.99583, 3.26093, 5.92973], [-1.10707, -4.17854, -5.90790], [0.20784, -5.36739, -5.98285], [3.83829, -6.64865, -3.94989], [-0.22293, 0.77447, 2.94280], [0.78971, 2.78643, 4.56771], [2.74470, 0.69287, -0.23402], [-1.39231, -2.05664, 3.05219], [2.91132, -3.08885, 0.39905], [-0.43372, -7.23423, -4.03886], [-3.37273, 2.04218, -1.76561], [-2.16664, 1.79647, 0.35615], [-1.64281, 0.41809, -1.04076], [-2.48870, 4.00953, -2.83415], [1.24048, 1.43404, 2.16458], [-1.24279, 4.32634, 7.13948], [1.37805, 9.43764, 3.25059], [2.39781, 8.28353, 2.36251], [2.93481, 1.22961, 2.59502], [-0.70358, 8.27460, 2.59063], [1.54882, -5.06997, -3.24395], [-2.01952, -2.51317, -1.55828], [3.67461, -6.47793, -5.71141], [-1.65217, -9.38820, -6.71859], [-2.96806, -0.44337, -1.79520], [-0.63779, 0.09376, 4.48490], [-2.50260, -8.20443, -7.73557], [-1.86188, 6.28877, 2.18092], [1.70428, -6.75500, -2.68472], [2.10362, -3.06840, 3.72658], [-0.46726, 2.78532, 6.71488], [-2.51178, 4.92218, -1.33929], [-2.42388, -0.63668, 3.14604], [0.38770, 7.32185, 1.55918], [2.57075, 8.45496, 4.12690], [0.60905, -2.97807, 2.82180], [3.46708, 2.08683, 0.51256], [-1.20478, -1.70979, -0.22620], [0.77566, -1.28762, -1.85384], [0.58235, 2.46456, 0.51999], [-2.63068, 3.40485, 0.88909], [1.55615, 2.10269, -2.32697], [-1.95140, -5.82973, -7.31045], [-0.66271, 3.77775, -0.43618], [0.89718, -3.61148, 5.61479], [0.90038, 0.74423, -1.42452], [-3.02542, -8.46885, -6.05647], [-0.57059, -6.29302, -2.54183], [0.47229, -2.95859, -1.37577], [-4.28456, 3.39104, -1.13980], [1.15326, 3.67470, 2.46725], [-1.44285, -0.91241, 1.72476], [0.15446, -2.02558, 5.62294]],
  "mulliken_charge": [0.08, -0.15, -0.28, 0.43, -0.16, -0.42, -0.45, -0.36, -0.24, -0.24, -0.27, -0.35, -0.34, 0.64, 0.08, 0.59, -0.75, -0.65, -0.74, -0.58, -0.37, 0.37, -0.78, 0.17, -0.78, -0.45, -0.50, -1.31, -1.41, 0.82, -0.43, -0.77, -1.14, -0.30, -0.11, -0.18, -1.34, -0.64, 0.52, -0.94, -0.28, -0.61, -0.80, 0.28, 0.30, 0.37, 0.30, 0.35, 0.34, 0.37, 0.43, 0.38, 0.32, 0.40, 0.32, 0.40, 0.28, 0.30, -0.46, 0.46, 0.67, 0.15, 0.34, 0.27, 0.16, -0.39, -1.16, 0.39, -0.97, 0.27, 0.32, 0.32, 0.56, 0.49, 0.18, 0.48, 0.24, 0.23, 0.91, 0.64, 0.31, 0.39, 0.47, 0.61, 0.30, 0.48, 0.49, 0.33, 0.23, 0.31, 0.44, 0.38, 0.22, -0.07, 0.05, 0.27, 0.46, 0.08, 0.35, -0.88, 0.32, 0.42, 0.34, 0.45, 0.06, 0.03, 0.39],
  "lumo_energy_ev": -3.2,
  "e_above_lowest_kcal_mol": 0.0,
  "orbital_gap_ha": 0.26621,
  "e_tot_ha": -3755.6078,
  "total_charge": 1,
  "homo_ev": -10.479
}